Entry from OMol25: a structure of composition C33H46NP3Ti at a distorted geometry (ωB97M-V/def2-TZVPD).

The geometry in XYZ format:
```
84
Properties=species:S:1:pos:R:3
P 2.3618 -1.1903 -0.3710
P 1.0022 -4.1780 -0.5480
C 3.3260 -2.7968 -0.2287
C 2.6499 -3.8013 -1.1577
H 3.3513 -3.1221 0.8220
H 4.3659 -2.6061 -0.5364
H 2.5954 -3.4371 -2.1937
H 3.2185 -4.7380 -1.1855
C 1.3321 -5.6520 0.4864
H 0.5005 -5.8661 1.1705
H 2.2480 -5.4756 1.0729
H 1.4878 -6.5063 -0.1833
C -0.2522 -4.7554 -1.7231
H -0.2276 -5.8560 -1.7211
H -0.0228 -4.4058 -2.7416
H -1.2666 -4.4431 -1.4538
C 3.7473 -0.3028 0.8574
H 3.8860 0.8160 0.7553
H 4.7127 -0.7778 0.6964
H 3.3802 -0.4765 1.8796
C 3.0036 -0.9877 -2.2052
H 2.2740 -1.4377 -2.8822
H 3.9865 -1.4772 -2.2998
H 3.1475 0.0671 -2.5488
Ti 2.7263 0.9549 -0.8308
C -2.8095 -2.3967 -0.9763
C -3.0430 -3.4108 -0.1332
C -2.2330 -4.1257 0.9119
C -1.0689 -3.3967 1.5857
C 0.2612 -3.1341 0.7816
C 0.3029 -1.7957 0.1830
C -0.4273 -1.5213 -1.1139
C -1.9090 -1.1957 -0.8717
C 3.0190 2.2854 -2.5213
H -3.4386 -2.3338 -1.8780
H -4.0218 -3.8801 -0.2617
H -1.9084 -5.1085 0.5301
H -2.9591 -4.3809 1.7133
H -1.4301 -2.4220 1.9712
H -0.7878 -4.0082 2.4637
H 1.0514 -3.1828 1.5507
H 0.1766 -0.9722 0.9114
H -0.3168 -2.3449 -1.8444
H 0.0399 -0.6666 -1.6452
H -2.0031 -0.6871 0.0994
H -2.2286 -0.4759 -1.6493
H 2.1787 2.9642 -2.2684
H 2.8761 1.8858 -3.5369
H 3.9792 2.8327 -2.4404
N 1.1980 1.6570 -0.1411
P -0.0835 2.5148 0.3914
C -1.3232 2.7076 -0.9038
C -1.0177 2.3325 -2.2224
C -1.9986 2.4167 -3.2163
C -3.2718 2.9009 -2.9068
C -3.5601 3.3407 -1.6101
C -2.5807 3.2647 -0.6147
C -1.0604 1.8823 1.7877
C -0.6086 2.1109 3.1016
C -1.3658 1.7045 4.2038
C -2.5212 0.9397 4.0172
C -2.9669 0.6647 2.7196
C -2.2819 1.1994 1.6200
C 0.2670 4.2223 0.9012
C 1.4690 4.8259 0.5065
C 1.7344 6.1524 0.8629
C 0.7561 6.9159 1.5169
C -0.4464 6.3170 1.9089
C -0.6717 4.9649 1.6396
H -0.0139 1.9784 -2.4545
H -1.7568 2.1068 -4.2365
H -4.0393 2.9494 -3.6765
H -4.5469 3.7393 -1.3598
H -2.8168 3.6134 0.3912
H 0.3399 2.6292 3.2624
H -1.0451 1.9672 5.2152
H -3.0710 0.5497 4.8798
H -3.8498 0.0453 2.5476
H -2.7427 1.1013 0.6347
H 2.1919 4.2453 -0.0648
H 2.7020 6.5989 0.6214
H 0.9338 7.9752 1.7325
H -1.2077 6.8929 2.4372
H -1.5777 4.4964 2.0168
```

Output
- lowest unoccupied orbital energy (alpha / beta) (eV) = -5.6 / -5.6
- energy relative to the best compared isomer or geometry (same formula, charge and spin) (kcal per mole) = 6.8
- 2S+1 = 1
- DFT total energy (a.u.) = -3212.6526
- F_max (eV/A) = 4.340
- Kohn-Sham gap (alpha / beta) (eV) = 7.1 / 7.1
- net charge = +2

Entry from OMol25: a cluster of 2 separate species, C6H11N3O in total at a distorted geometry (ωB97M-V/def2-TZVPD).

The geometry in XYZ format:
```
21
Properties=species:S:1:pos:R:3
C -2.0146 2.3030 -0.2379
C -1.2754 1.4070 0.7895
C -0.4838 1.8825 1.7853
N -0.1417 0.7112 2.5534
C -0.6957 -0.4742 1.8968
N -1.2525 0.0270 0.8049
H -2.6934 3.0044 0.2122
H -2.7050 1.6622 -0.8404
H -1.5589 2.8643 -0.9240
H 0.0885 2.7678 2.1638
H 0.3892 0.6219 3.4183
H -0.5028 -1.4728 2.1766
C 2.1875 -0.8980 -0.6903
C 1.4111 -1.4684 -1.8501
N -0.0044 -1.2831 -1.8044
O 1.9707 -2.1325 -2.7873
H 1.8015 -1.0030 0.2788
H 2.2413 0.1627 -1.0468
H 3.2492 -1.1696 -0.7396
H -0.5614 -1.9044 -2.4321
H -0.4984 -1.1704 -1.0052
```

Output
- lowest unoccupied orbital energy (eV) = 0.7
- energy relative to the best compared isomer or geometry (same formula, charge and spin) (kcal per mole) = 45.1
- 2S+1 = 1
- DFT total energy (a.u.) = -474.6943
- F_max (eV/A) = 6.949
- SMILES string = Cc1c[nH]cn1.CC(N)=O
- Kohn-Sham gap (eV) = 9.9
- net charge = 0

Which formula does entry 2 have? C6H11N3O

F_max of number 1 (C33H46NP3Ti)? 4.340 eV/A

Number 1 is which compound? C33H46NP3Ti

What is the formula in the first record? C33H46NP3Ti